Molecular formula: C2H8NO2P
Method: DFT, ωB97M-V with the def2-TZVPD basis set

```
14
C2H8NO2P | the OMol25 dataset | ωB97M-V with the def2-TZVPD basis set
P -0.750 -0.428 1.303
O 0.157 0.743 0.699
O -0.925 -0.231 2.727
N -2.094 -0.416 0.327
C 0.383 0.852 -0.681
C 1.810 0.270 -0.851
H 0.390 1.910 -1.047
H -2.957 -0.653 0.761
H 2.519 0.934 -0.326
H 1.910 -0.600 -0.079
H 1.964 0.062 -1.980
H -0.278 0.120 -1.249
H -1.929 -0.942 -0.567
H -0.199 -1.620 0.965
```

Results
Frontier orbital gap: 11.4 eV
Lowest unoccupied orbital energy: 0.76 eV
Electronic energy: -17078.4697 eV
HOMO energy: -10.629 eV
Structure (SMILES): CCO[P@H](N)=O

***

Molecular formula: C4H14NO2
Method: DFT, ωB97M-V with the def2-TZVPD basis set

```
21
C4H14NO2 | the OMol25 dataset | ωB97M-V with the def2-TZVPD basis set
O -1.761 -1.432 -0.753
O -2.435 1.067 0.707
N 0.125 0.809 0.121
C 2.013 -0.728 -0.342
C 0.876 1.600 1.179
C 0.518 -0.694 0.021
C -0.368 -1.359 -1.111
H -0.874 0.728 0.492
H 2.204 -0.243 -1.280
H 1.941 1.622 0.872
H -3.232 1.558 0.979
H -2.785 0.128 0.377
H 0.008 -2.357 -1.376
H -2.316 -1.820 -1.465
H 0.108 1.144 -0.865
H 0.239 -1.142 0.959
H 0.409 2.598 1.280
H 2.562 -0.168 0.372
H 0.651 1.100 2.146
H -0.292 -0.707 -2.007
H 2.406 -1.705 -0.306
```

Results
Frontier orbital gap (alpha / beta): 1.5 / 11.5 eV
Lowest unoccupied orbital energy (alpha / beta): -0.95 / 0.65 eV
Electronic energy: -9955.9434 eV
HOMO energy (alpha / beta): -2.460 / -10.848 eV
Multiplicity: 2
⟨S²⟩: 0.751

***

Molecular formula: C21H27AsMnN3Sb
Method: DFT, ωB97M-V with the def2-TZVPD basis set

```
54
C21H27AsMnN3Sb | the OMol25 dataset | ωB97M-V with the def2-TZVPD basis set
Sb 2.644 2.011 -1.367
As -1.953 -1.482 1.024
Mn 0.020 0.017 -0.004
N 0.659 -0.266 -2.086
N -0.183 2.204 -0.100
N 2.030 -0.034 0.886
C 2.342 -0.804 1.951
C 3.615 -0.806 2.496
C -1.281 2.859 0.336
C 0.524 -1.334 -4.217
C -1.711 -3.408 1.071
C 0.796 4.301 -0.701
C -1.007 -2.029 -2.361
C -1.375 4.240 0.272
C 2.990 0.746 0.343
C 0.098 -1.180 -2.907
C -0.329 4.974 -0.249
C -2.463 -1.174 2.871
C 0.841 2.920 -0.615
C 4.598 -0.007 1.946
C -2.407 2.045 0.894
C 1.657 0.512 -2.558
C 4.278 0.780 0.850
C 1.544 -0.541 -4.703
C 2.118 0.396 -3.858
C 1.265 -1.667 2.531
C -3.702 -1.396 0.186
H -4.355 -2.069 0.738
H -1.631 -1.362 3.546
H 0.051 -2.076 -4.845
H -2.611 -3.833 1.512
H -3.269 -1.868 3.102
H -2.074 1.483 1.768
H -0.652 -2.615 -1.513
H -3.235 2.679 1.204
H 2.920 1.033 -4.209
H 0.436 -1.054 2.887
H -2.820 -0.157 3.016
H -4.111 -0.389 0.233
H -3.658 -1.718 -0.852
H 5.025 1.415 0.393
H 1.887 -0.651 -5.724
H -1.377 -2.724 -3.112
H -1.584 -3.813 0.070
H -1.843 -1.406 -2.043
H -0.855 -3.681 1.682
H -2.270 4.728 0.632
H -2.782 1.350 0.142
H 5.597 0.002 2.361
H -0.388 6.053 -0.305
H 1.635 -2.245 3.374
H 1.632 4.846 -1.119
H 3.827 -1.436 3.349
H 0.897 -2.370 1.782
```

Results
Frontier orbital gap (alpha / beta): 9.5 / 9.3 eV
Lowest unoccupied orbital energy (alpha / beta): -5.65 / -6.06 eV
Electronic energy: -125369.5954 eV
HOMO energy (alpha / beta): -15.181 / -15.349 eV
Multiplicity: 6
Net charge: +2
⟨S²⟩: 8.756

***

Molecular formula: CH8N2O2
Method: DFT, ωB97M-V with the def2-TZVPD basis set

```
13
CH8N2O2 | the OMol25 dataset | ωB97M-V with the def2-TZVPD basis set
O 1.627 0.402 -0.420
O 2.535 -2.292 0.363
N -0.978 1.254 0.694
N -2.432 0.169 -0.853
C -2.166 1.023 0.050
H -1.617 -0.421 -1.033
H 1.839 -2.690 0.906
H 1.996 0.839 -1.190
H -1.047 1.785 1.545
H 3.352 -2.710 0.646
H -2.956 1.709 0.356
H 2.199 -0.330 -0.164
H -0.201 0.607 0.644
```

Results
Frontier orbital gap: 9.2 eV
Lowest unoccupied orbital energy: 0.40 eV
Electronic energy: -8241.8955 eV
HOMO energy: -8.842 eV
Structure (SMILES): [H]/N=C\N.O.O

***

Molecular formula: C2H3FN4O
Method: DFT, ωB97M-V with the def2-TZVPD basis set

```
11
C2H3FN4O | the OMol25 dataset | ωB97M-V with the def2-TZVPD basis set
F 0.729 -1.508 1.841
O -0.847 1.689 -1.206
N -0.332 1.579 1.154
N -0.239 1.083 -0.071
N 0.204 -1.160 -1.100
N 0.398 0.820 1.853
C 0.173 -0.168 -0.068
C 0.573 -0.390 1.157
H 0.786 -1.070 -1.962
H -1.777 1.268 -1.198
H 0.331 -2.142 -0.397
```

Results
Frontier orbital gap: 9.4 eV
Lowest unoccupied orbital energy: 0.27 eV
Electronic energy: -12842.9863 eV
HOMO energy: -9.085 eV
Structure (SMILES): Nc1c(F)nnn1O

***

Molecular formula: C6H13N
Method: DFT, ωB97M-V with the def2-TZVPD basis set

```
20
C6H13N | the OMol25 dataset | ωB97M-V with the def2-TZVPD basis set
N -0.888 1.913 2.333
C -0.992 1.224 -0.075
C -0.174 1.289 1.221
C -0.089 0.728 -1.237
C 0.151 -1.671 -0.746
C 1.064 -2.888 -0.468
C 0.751 -0.508 -1.030
H 0.784 1.710 0.897
H -1.853 1.633 2.284
H -0.863 -1.991 -0.910
H 0.590 1.545 -1.515
H -1.184 2.290 -0.247
H 1.807 -0.436 -1.241
H 0.633 -3.816 -0.800
H -0.701 2.881 2.512
H -0.713 0.708 -2.145
H 2.015 -2.572 -0.916
H 1.418 -2.980 0.559
H -1.906 0.638 -0.026
H 0.150 0.303 1.549
```

Results
Frontier orbital gap: 9.8 eV
Lowest unoccupied orbital energy: 1.21 eV
Electronic energy: -7921.3494 eV
HOMO energy: -8.559 eV
Structure (SMILES): C/C=C/CCCN

***

Molecular formula: C4H4Cl4
Method: DFT, ωB97M-V with the def2-TZVPD basis set

```
12
C4H4Cl4 | the OMol25 dataset | ωB97M-V with the def2-TZVPD basis set
Cl 0.546 2.426 1.347
Cl -1.573 0.255 1.897
Cl -0.650 -2.862 1.050
Cl -2.899 -1.338 -0.177
C -1.242 -1.754 -0.119
C 0.438 1.024 0.361
C 1.411 1.061 -0.729
C -0.517 0.029 0.581
H 1.296 1.964 -1.369
H -0.894 -2.093 -1.140
H 2.431 1.088 -0.196
H 1.652 0.200 -1.506
```

Results
Frontier orbital gap: 9.3 eV
Lowest unoccupied orbital energy: 0.34 eV
Electronic energy: -54299.3011 eV
HOMO energy: -8.968 eV

***

Molecular formula: C5H10N2O
Method: DFT, ωB97M-V with the def2-TZVPD basis set

```
18
C5H10N2O | the OMol25 dataset | ωB97M-V with the def2-TZVPD basis set
O -1.429 -0.307 3.197
N -1.163 1.214 1.508
N -0.314 1.363 -1.535
C 0.955 -0.442 0.337
C 0.149 -0.861 1.539
C 0.485 0.213 -2.014
C 0.532 -0.984 -1.017
C -0.910 -0.062 2.131
H 1.215 -1.802 -1.454
H 0.906 0.641 0.229
H 0.270 -0.215 -3.008
H -2.020 1.627 1.945
H -1.167 1.480 -2.087
H -0.466 -1.237 -0.883
H -1.143 1.264 0.453
H 0.595 -1.536 2.242
H 1.606 0.465 -2.118
H 1.901 -0.820 0.533
```

Results
Frontier orbital gap (alpha / beta): 6.5 / 6.6 eV
Lowest unoccupied orbital energy (alpha / beta): -8.36 / -8.38 eV
Electronic energy: -10362.4976 eV
HOMO energy (alpha / beta): -14.869 / -14.934 eV
Multiplicity: 2
Net charge: +1
⟨S²⟩: 0.755

***

Molecular formula: C5H10O2S
Method: DFT, ωB97M-V with the def2-TZVPD basis set

```
18
C5H10O2S | the OMol25 dataset | ωB97M-V with the def2-TZVPD basis set
S -0.969 0.048 -1.181
O 0.249 -1.145 0.743
O 2.628 1.832 -1.462
C 0.800 -1.356 1.941
C -0.468 -0.047 0.485
C -0.313 1.203 1.344
C -2.585 -0.886 -0.931
C 2.509 0.928 -2.257
H -2.349 -1.319 0.006
H 0.840 -0.598 2.720
H -0.714 0.886 2.426
H -2.544 -1.746 -1.736
H -3.405 -0.327 -1.185
H 1.470 -2.249 2.043
H 1.940 1.210 -3.144
H -0.857 2.004 0.917
H 3.051 0.001 -2.229
H 0.717 1.560 1.501
```

Results
Frontier orbital gap (alpha / beta): 8.0 / 8.0 eV
Lowest unoccupied orbital energy (alpha / beta): 0.32 / 0.56 eV
Electronic energy: -20272.1510 eV
HOMO energy (alpha / beta): -7.697 / -7.418 eV

***

Molecular formula: C8H11N2O
Method: DFT, ωB97M-V with the def2-TZVPD basis set

```
22
C8H11N2O | the OMol25 dataset | ωB97M-V with the def2-TZVPD basis set
O -2.196 1.258 1.696
N 2.082 -2.182 -0.574
N -0.478 1.685 0.822
C 0.855 -0.286 0.262
C 1.618 -0.327 1.540
C -0.826 0.725 -1.261
C -0.138 0.719 -0.001
C -0.536 -0.211 -2.214
C -3.159 1.832 1.278
C 1.149 -1.222 -0.751
C 0.445 -1.168 -1.969
H 0.021 1.700 1.710
H 1.339 -1.212 2.116
H -4.128 1.746 1.789
H 1.446 0.544 2.166
H 2.594 -2.270 0.284
H 0.683 -1.892 -2.735
H -3.127 2.491 0.401
H 2.293 -2.822 -1.319
H 2.689 -0.381 1.343
H -1.569 1.487 -1.424
H -1.055 -0.213 -3.160
```

Results
Frontier orbital gap (alpha / beta): 6.1 / 6.2 eV
Lowest unoccupied orbital energy (alpha / beta): -6.02 / -6.00 eV
Electronic energy: -13492.6038 eV
HOMO energy (alpha / beta): -12.153 / -12.163 eV
Net charge: +1